{"formula": "C3H9O3", "method": "the ωB97M-V functional and the def2-TZVPD basis", "relative_energy_ev": 0.3253, "e_tot_ha": -345.4216, "spin_multiplicity": 1, "charge": -1, "homo_ev": -3.3, "homo_lumo_gap_ev": 6.92, "symbols": ["C", "O", "C", "C", "O", "H", "H", "H", "H", "H", "H", "H", "H", "H", "O"], "xyz": [[0.526254, -0.587846, -0.342261], [1.108662, 0.634464, -0.463088], [-0.495415, -0.653249, 0.804102], [-1.577042, 0.372628, 0.660134], [-2.442157, 0.461638, 1.808773], [-0.010884, -1.029858, -1.233186], [1.301504, -1.350861, -0.131255], [0.110724, -0.515493, 1.705867], [-0.909371, -1.672160, 0.815701], [-1.071975, 1.328983, 0.485919], [-2.139028, 0.177813, -0.261599], [-3.300619, 0.650655, 1.427015], [3.109440, 0.846484, -2.561080], [2.455103, 0.639138, -1.070867], [3.334804, 0.697665, -1.644174]], "forces_ev_per_a": [[0.4, 0.0, -0.1], [-0.4, 0.0, -0.2], [0.5, -0.7, 0.2], [0.8, 0.6, -0.4], [-0.2, -0.2, -0.4], [0.1, 0.6, -0.2], [-0.1, -0.4, 0.1], [-0.4, 0.2, 0.2], [-0.1, 0.1, 0.2], [-0.1, 0.0, 0.2], [-0.2, -0.2, 0.1], [-0.2, 0.1, 0.3], [-0.4, 0.0, 0.0], [-0.3, 0.2, -0.7], [0.6, -0.1, 0.5]]}